Here is a single C3H3NO2 molecule from OMol25. Energies are from ωB97M-V with the def2-TZVPD basis set.

The value obtained for the HOMO-LUMO gap is 12.1 eV. The calculation puts the highest occupied orbital energy at -0.4229 Ha. The SMILES is N#CCOC=O. Its energy is -8742.5454 eV. The total charge is 0. Its energy relative to the best compared isomer or geometry (same formula, charge and spin) is 59.63 kcal per mole.

The geometry in XYZ format:
```
9
Properties=species:S:1:pos:R:3:forces:R:3:lowdin_charge:R:1
N -2.81490 0.38987 0.11716 4.3 -2.9 -1.0 0.1462
C -1.79069 -0.19656 -0.07418 -5.1 2.2 0.9 -0.1428
C -0.35968 -0.55125 -0.13554 -4.3 -3.5 3.9 -0.2760
O 0.14151 0.65648 -0.23334 2.7 2.8 -0.4 -0.0145
C 1.46052 0.65663 0.06738 -0.9 2.7 -2.0 -0.3095
O 2.07863 -0.35010 0.06040 1.2 0.0 0.9 0.1261
H -0.15664 -1.38687 -0.73448 0.7 -0.5 -1.9 0.1177
H -0.16215 -1.01673 0.90008 -0.1 0.7 -1.1 0.1691
H 1.60341 1.79852 0.03252 1.4 -1.6 0.7 0.1838
```
Positions in Å, forces in eV/Å.

=====

Here is a gas-phase ion, C5H9BrN (charge +1) from OMol25. Energies are from ωB97M-V with the def2-TZVPD basis set.

The value obtained for the HOMO-LUMO gap is 10.1 eV. The calculation puts the highest occupied orbital energy at -0.5052 Ha. The SMILES is Br[C@]12C[NH2+]C[C@H]1C2. Its energy is -76854.7086 eV. The total charge is +1. Its energy relative to the best compared isomer or geometry (same formula, charge and spin) is 13.98 kcal per mole.

The geometry in XYZ format:
```
16
Properties=species:S:1:pos:R:3:forces:R:3:lowdin_charge:R:1
Br -3.36768 -0.10893 0.12243 1.3 0.1 -0.4 0.7396
C -1.44480 0.15331 -0.28435 -1.5 -2.6 2.6 -0.7511
C -0.62508 -1.27830 -0.31485 -2.7 2.7 0.1 -0.0771
N 0.76376 -0.90238 0.03322 -0.3 0.2 -1.8 0.0564
C 0.62500 0.25603 0.96046 1.2 1.5 2.5 -0.0843
C -0.59885 1.10614 0.52207 1.9 -2.4 -1.7 -0.1697
C -0.93420 1.29569 -0.96323 3.0 -1.3 -3.0 -0.0935
H -1.08554 -1.85884 0.46110 0.1 -0.4 0.4 0.1133
H -0.85664 -1.68093 -1.27197 0.8 -0.8 -0.8 0.1260
H 1.12659 -0.36681 -0.78727 0.1 -1.1 0.2 0.1838
H 1.42099 -1.71138 0.23510 -1.0 1.3 0.1 0.2296
H 1.66156 0.68474 0.93312 -1.1 0.3 0.2 0.1491
H 0.43122 -0.01127 2.03482 0.3 -0.4 -1.1 0.1568
H -0.99740 1.79891 1.21544 -0.3 0.5 0.5 0.1404
H -1.49414 2.16316 -1.12172 -1.1 0.9 -0.4 0.0996
H -0.31870 0.95650 -1.95088 -0.7 1.4 2.5 0.1811
```
Positions in Å, forces in eV/Å.

=====

Here is a molecular structure, C6H11ClO from OMol25. Energies are from ωB97M-V with the def2-TZVPD basis set.

The value obtained for the HOMO-LUMO gap is 10.3 eV. The calculation puts the highest occupied orbital energy at -0.3558 Ha. Its energy is -20963.4548 eV. The total charge is 0. Its energy relative to the best compared isomer or geometry (same formula, charge and spin) is 161.03 kcal per mole.

The geometry in XYZ format:
```
19
Properties=species:S:1:pos:R:3:forces:R:3:lowdin_charge:R:1
C -2.48290 2.01349 -0.58279 6.8 -1.9 9.0 -0.0099
C -1.75364 0.48702 -0.44478 2.7 4.8 -3.5 -0.1168
C -0.74596 0.42449 0.68546 -2.0 -3.2 1.8 -0.6160
C -1.37507 0.54879 2.09674 -0.9 1.5 1.5 -0.0463
C 0.56538 -0.38758 0.60728 0.2 -0.8 2.5 -0.3214
C 0.71462 -1.12882 -0.60248 1.5 2.2 -4.6 -0.5335
H -3.06713 2.09027 0.37893 0.4 0.3 -1.1 0.0698
H -3.04154 2.07351 -1.31845 -5.3 0.3 -7.1 -0.0484
H -1.71912 2.83351 -0.57627 -0.6 -0.8 -0.1 0.0899
H -2.51249 -0.05088 -0.15063 -4.0 -3.4 1.0 0.0151
H -1.39665 0.20167 -1.52918 -0.6 0.4 2.4 0.1408
H -0.88928 -0.24692 3.13551 -1.7 2.7 -3.7 0.1594
H -2.82647 0.32429 1.84814 4.7 1.0 1.5 0.1843
H -0.96887 1.87252 2.31184 -2.0 -4.1 0.0 0.1721
H 1.33067 -0.68479 1.43645 -2.2 0.4 -0.9 0.1774
H 0.42407 -0.38180 -1.44891 0.4 -1.6 1.4 0.1034
H 0.26217 -2.04388 -0.82175 -1.2 -1.3 0.5 0.0546
O 0.42500 0.98441 0.48762 3.4 3.4 -0.9 0.0091
Cl 2.43942 -1.50630 -1.04255 0.3 0.1 0.3 0.5165
```
Positions in Å, forces in eV/Å.

=====

Here is a molecular structure, C48H43NOP2S2SiTi from OMol25. Energies are from ωB97M-V with the def2-TZVPD basis set.

The value obtained for the HOMO-LUMO gap is 6.9 eV. The calculation puts the highest occupied orbital energy at -0.4917 Ha. Its energy is -125238.6353 eV. The total charge is +2. Its energy relative to the best compared isomer or geometry (same formula, charge and spin) is 0.00 kcal per mole.

The geometry in XYZ format:
```
99
Properties=species:S:1:pos:R:3:forces:R:3:lowdin_charge:R:1
Ti 0.40890 -0.01062 -0.52255 -0.1 0.3 0.7 0.7488
O -0.87203 -0.53450 5.18959 0.3 0.1 0.0 -0.4343
S -0.01916 -0.24942 4.01792 -0.3 -0.1 -0.2 0.9358
C 1.59836 -0.97496 4.26647 0.1 0.0 -0.2 -0.3679
C 2.01522 -1.28322 5.54498 0.0 0.0 0.0 -0.0483
C 3.30904 -1.75212 5.73770 0.0 0.0 0.0 -0.0296
C 4.15919 -1.89955 4.65484 0.1 0.0 0.0 -0.0383
C 3.71680 -1.63278 3.36150 0.0 0.0 0.1 -0.0600
C 2.41823 -1.18704 3.14930 -0.2 0.2 0.0 -0.3107
P 1.67534 -1.21065 1.45635 0.2 -0.7 0.2 1.0344
C 3.08868 -1.66507 0.40925 0.0 0.0 0.1 -0.4082
C 3.31260 -2.92816 -0.13341 0.0 0.0 0.0 -0.0780
C 4.46518 -3.16797 -0.87088 0.0 0.0 0.0 -0.0441
C 5.39833 -2.15601 -1.06187 0.0 0.0 0.0 -0.0421
C 5.18263 -0.89268 -0.52143 0.0 0.0 0.0 -0.0682
C 4.02614 -0.64557 0.20371 0.0 -0.1 0.0 -0.1476
C 0.53761 -2.60566 1.69693 0.0 0.1 0.0 -0.3999
C 0.93537 -3.82499 2.23998 0.0 -0.1 0.0 -0.0706
C -0.02121 -4.76876 2.58279 0.0 0.0 0.0 -0.0340
C -1.37519 -4.47950 2.43809 0.0 0.0 0.0 -0.0342
C -1.77957 -3.25407 1.92714 0.0 -0.1 -0.1 -0.0499
C -0.82010 -2.33009 1.54929 0.1 -0.1 -0.2 -0.1733
C 0.57217 1.44146 4.05964 0.1 0.0 -0.1 -0.3580
C 1.11030 1.95732 5.22809 -0.1 -0.1 0.1 -0.0407
C 1.58068 3.25685 5.24858 0.0 0.1 0.1 -0.0338
C 1.51363 4.02521 4.09621 0.0 0.0 -0.1 -0.0388
C 0.96015 3.51025 2.93136 0.0 -0.1 0.0 -0.0661
C 0.47227 2.20084 2.88861 -0.1 -0.2 0.1 -0.3131
P -0.50338 1.54965 1.44073 0.1 0.6 0.2 1.0555
C -2.17888 1.63326 2.12440 0.0 -0.2 0.0 -0.3601
C -2.64399 2.82106 2.69123 -0.1 0.0 0.0 -0.0753
C -3.87230 2.84206 3.33204 0.0 0.0 0.0 -0.0416
C -4.62491 1.67647 3.44213 0.0 0.1 0.0 -0.0417
C -4.15798 0.49062 2.89947 0.0 -0.1 0.0 -0.0455
C -2.93750 0.47047 2.23856 -0.1 0.1 0.0 -0.1187
C -0.28625 2.91307 0.25098 0.2 0.1 0.2 -0.4005
C 1.00098 3.05108 -0.27446 -0.1 0.2 0.1 -0.1581
C 1.28336 4.01911 -1.22741 -0.1 0.1 0.0 -0.0629
C 0.27038 4.86555 -1.65676 0.0 0.0 0.0 -0.0469
C -1.01477 4.73323 -1.13958 0.0 0.0 0.0 -0.0443
C -1.29741 3.75639 -0.19432 -0.1 0.1 -0.1 -0.0699
H 1.32491 -1.15701 6.37354 0.0 0.0 -0.1 0.1245
H 3.65119 -1.99854 6.73477 0.0 0.0 0.0 0.1229
H 5.17246 -2.25006 4.80607 0.0 0.0 0.0 0.1198
H 4.38414 -1.81133 2.53048 0.0 0.0 0.0 0.1050
H 2.59682 -3.72322 0.02597 0.1 0.0 0.0 0.0877
H 4.64480 -4.15365 -1.28460 0.0 0.1 0.0 0.1238
H 6.30345 -2.35622 -1.62370 -0.1 0.0 0.0 0.1206
H 5.91608 -0.10730 -0.65947 0.0 0.0 0.0 0.1205
H 3.86990 0.33093 0.65269 0.0 0.1 0.0 0.1156
H 1.98546 -4.03385 2.41427 0.0 0.0 0.0 0.1215
H 0.28730 -5.72353 2.99204 0.0 0.1 0.0 0.1209
H -2.11800 -5.20779 2.73918 0.0 0.0 0.0 0.1213
H -2.83509 -3.02378 1.83229 0.1 0.0 0.0 0.1193
H -1.13615 -1.36155 1.16744 0.1 0.0 0.0 0.0376
H 1.14687 1.34701 6.12386 0.0 0.0 -0.1 0.1233
H 1.99334 3.67138 6.16057 0.0 0.0 -0.1 0.1229
H 1.87820 5.04494 4.10461 0.0 0.0 0.0 0.1198
H 0.88511 4.15436 2.07077 0.0 0.0 -0.1 0.1027
H -2.04752 3.72516 2.64118 0.0 0.0 0.0 0.1157
H -4.23792 3.76658 3.76084 0.0 0.0 0.0 0.1181
H -5.57162 1.69562 3.96767 0.0 0.0 0.0 0.1192
H -4.73208 -0.42228 3.00652 0.0 0.1 0.0 0.1178
H -2.56832 -0.45996 1.82771 -0.1 0.1 0.1 0.0644
H 1.80799 2.43609 0.10909 0.2 -0.1 0.1 0.1027
H 2.28738 4.12863 -1.61905 0.0 0.0 0.0 0.1193
H 0.48567 5.63950 -2.38462 0.0 -0.1 0.0 0.1193
H -1.80195 5.39930 -1.47350 0.0 0.0 0.0 0.1217
H -2.30751 3.63993 0.18016 0.0 0.0 0.0 0.1130
S -2.35110 1.98076 -3.28312 0.0 0.1 -0.1 1.1177
C -3.41812 1.34746 -2.11398 -0.2 0.1 -0.1 -0.3438
C -2.76981 0.67764 -1.12476 0.2 0.0 0.1 -0.1770
C -1.35411 0.67434 -1.29834 -0.2 -0.5 0.0 -0.3447
C -0.99398 1.35101 -2.45317 0.1 -0.1 0.0 -0.5475
C 0.37082 1.41490 -2.96025 0.0 -0.2 0.1 -0.2804
C 0.73803 2.00874 -4.15693 0.0 0.1 -0.2 0.0111
C 2.05424 1.95387 -4.56906 0.0 0.0 0.0 0.0086
C 2.99713 1.29168 -3.78461 0.0 0.1 -0.1 -0.0139
C 2.58400 0.72081 -2.61214 -0.3 0.2 0.2 -0.1014
N 1.30017 0.78690 -2.19077 0.3 0.1 -0.6 -0.0333
H -4.48537 1.49753 -2.22546 0.2 0.0 0.0 0.0914
H -3.29393 0.20946 -0.30656 0.0 0.0 0.0 0.0983
H -0.01521 2.50948 -4.75349 0.1 0.0 0.0 0.1207
H 2.35097 2.42032 -5.50065 0.0 0.0 0.0 0.1325
H 4.03050 1.20500 -4.08891 0.0 0.0 0.0 0.1272
H 3.27572 0.19329 -1.97596 0.0 -0.1 0.1 0.0953
C -1.50332 -1.96782 -3.01480 -0.2 0.1 -0.1 -0.1940
Si 0.05935 -2.18114 -2.02627 -0.1 -0.2 -0.3 0.5416
C -0.00266 -3.91944 -1.35622 0.1 -0.1 0.3 -0.1904
C 1.49155 -2.16959 -3.23542 0.2 0.2 -0.1 -0.1951
H -1.54990 -2.77994 -3.74936 0.0 0.0 0.1 0.0550
H -1.53716 -1.02116 -3.55700 0.0 -0.1 0.0 0.0251
H -2.39366 -2.03337 -2.38526 0.0 0.0 0.0 0.0418
H 0.07222 -4.57554 -2.23278 0.0 0.1 0.1 0.0556
H 0.80722 -4.17696 -0.67428 -0.1 0.0 -0.1 0.0040
H -0.94643 -4.13533 -0.85720 0.0 0.0 0.1 0.0373
H 1.39253 -3.07019 -3.85119 0.0 0.0 0.1 0.0546
H 2.46779 -2.20855 -2.74637 0.0 0.0 -0.1 0.0159
H 1.47060 -1.30868 -3.90797 0.0 -0.1 0.0 0.0275
```
Positions in Å, forces in eV/Å.

=====

Here is a molecular structure, C6H12AuIN3O8P2 from OMol25. Energies are from ωB97M-V with the def2-TZVPD basis set.

The value obtained for the HOMO-LUMO gap is 8.4 eV. The calculation puts the highest occupied orbital energy at -0.2255 Ha. Its energy is -57646.1206 eV. The total charge is -1. Its energy relative to the best compared isomer or geometry (same formula, charge and spin) is 0.00 kcal per mole.

The geometry in XYZ format:
```
33
Properties=species:S:1:pos:R:3:forces:R:3:lowdin_charge:R:1
Au 0.38561 0.89602 -1.23334 0.0 0.0 0.0 0.8406
N 2.60858 -1.03962 2.86140 0.1 0.1 0.0 0.1302
C 2.06544 -0.69844 1.49000 0.0 0.0 0.0 -0.5024
C 3.11283 -1.02380 0.43516 0.0 0.0 0.0 -0.1055
P 1.55556 1.07211 1.59613 0.1 0.0 0.1 0.3212
O 2.71433 1.90379 0.83377 0.0 0.0 0.0 -0.1693
O 1.59268 1.40690 3.04232 0.0 0.0 0.0 -0.3078
O 0.25087 1.24743 0.81876 0.1 0.0 -0.1 -0.4738
P 0.63762 -1.92429 1.32049 -0.1 0.0 -0.1 0.2698
O -0.58169 -1.16278 2.05064 0.0 0.0 0.0 -0.1628
O 1.09300 -2.99791 2.27448 0.0 0.0 0.0 -0.3423
O 0.39740 -2.13643 -0.12247 0.0 0.0 0.0 -0.3305
H 3.62355 -1.01808 2.88696 0.0 0.0 0.0 0.1469
H 2.20357 -2.00670 3.02350 0.0 -0.1 0.0 0.0987
H 2.23404 -0.32053 3.50306 0.0 0.0 0.0 0.1143
H 4.01519 -0.42045 0.56841 0.0 0.0 0.0 0.0745
H 2.69991 -0.82629 -0.55299 0.0 0.0 0.0 0.0618
H 3.36588 -2.08606 0.46925 0.0 0.0 0.0 0.0861
H 2.50930 1.98209 -0.10967 0.0 0.0 0.0 0.0361
H -0.86665 -0.40455 1.51496 0.0 0.0 0.0 0.0366
I -6.62901 0.88732 0.15537 0.0 0.0 0.0 0.7890
C -4.74198 0.91403 -0.67185 0.0 -0.1 0.0 -0.7963
C -4.39903 0.56736 -1.96046 0.0 0.1 0.0 -0.1669
N -3.07319 0.74822 -2.05501 0.1 0.0 0.0 -0.0117
N -2.53086 1.17028 -0.91215 0.0 0.0 0.1 0.0123
C -3.53247 1.27421 -0.05292 0.0 0.0 0.0 -0.2174
H -4.99457 0.22014 -2.78687 0.0 0.0 0.0 0.1107
H -2.43456 0.59345 -2.84882 0.0 -0.1 0.0 0.0834
H -3.35526 1.59841 0.95955 0.0 0.0 0.0 0.1016
O 0.84927 0.59847 -3.20577 0.0 0.0 0.0 -0.2449
C -0.00750 0.39519 -4.12619 0.0 0.0 0.0 -0.5431
O -1.23477 0.37280 -4.05790 0.0 0.0 0.0 -0.0604
H 0.46691 0.21771 -5.10780 0.0 0.0 0.0 0.1211
```
Positions in Å, forces in eV/Å.

=====

Here is a single C8H8S3 molecule from OMol25. Energies are from ωB97M-V with the def2-TZVPD basis set.

The value obtained for the HOMO-LUMO gap is 7.2 eV. The calculation puts the highest occupied orbital energy at -0.2945 Ha. Its energy is -40926.0712 eV. The total charge is 0. Its energy relative to the best compared isomer or geometry (same formula, charge and spin) is 45.64 kcal per mole.

The geometry in XYZ format:
```
19
Properties=species:S:1:pos:R:3:forces:R:3:lowdin_charge:R:1
C 2.27596 -2.16592 -0.40562 0.8 0.3 -0.1 -0.2507
C 1.08766 -1.81803 -0.68746 -0.5 0.5 -0.2 -0.1519
C 2.57786 0.72250 -0.61393 1.6 -1.3 0.2 -0.5408
C 0.14318 1.36744 -0.62579 -0.5 0.8 -0.5 -0.7667
C 0.22397 -0.87177 -1.00391 -0.5 -1.0 0.3 -0.1040
C 1.58604 1.73736 -0.44531 0.1 0.6 0.5 -0.7518
C -0.34103 0.09226 0.00255 -0.1 0.0 0.1 -0.4114
C -1.85268 0.02644 0.15493 0.1 -0.1 0.0 -0.0854
S 3.44286 -0.56410 -0.58187 -0.9 0.7 -0.2 0.9739
S -0.74920 2.23345 -1.67899 0.2 0.0 0.3 0.7918
S 1.91945 2.37471 1.27430 -0.2 0.0 -0.3 0.8168
H 2.76939 -3.04822 -0.07138 0.1 -0.5 0.2 0.0410
H -0.21582 -0.83450 -1.99060 0.0 0.1 -0.2 0.1260
H 1.80864 2.61156 -1.06833 -0.1 -0.1 0.1 0.0869
H 0.14532 -0.07401 0.97249 0.0 0.0 -0.2 0.1330
H -2.19372 0.81699 0.81862 -0.1 0.1 0.1 0.0829
H -2.13436 -0.93834 0.56844 0.0 -0.1 0.1 0.0835
H -2.33677 0.15419 -0.81051 0.0 0.0 0.0 0.0547
H 1.53390 1.26156 1.91646 0.1 0.0 0.0 -0.1277
```
Positions in Å, forces in eV/Å.